{
  "formula": "C3H8BNO",
  "method": "ωB97M-V with the def2-TZVPD basis set",
  "elements": ["B", "C", "C", "C", "N", "O", "H", "H", "H", "H", "H", "H", "H", "H"],
  "xyz": [[0.4346, -0.3600, -0.9130], [1.7752, 0.1947, -0.1539], [-1.1688, 0.6979, 0.6172], [-1.3310, 0.0412, -0.8438], [0.8131, -0.6417, 0.6178], [-0.3435, -0.1079, 1.4754], [-1.7783, 0.5500, -1.6039], [0.5024, -1.3836, -1.4060], [2.7588, -0.3370, -0.1824], [1.7517, 1.1409, 0.2169], [-0.5634, 1.7572, 0.4918], [-2.0975, 0.7467, 1.2376], [-1.8849, -0.8542, -0.7997], [1.1316, -1.4444, 1.2460]],
  "forces_ev_per_angstrom": [[-1.4, -1.0, 0.8], [-1.3, -2.2, -0.7], [0.5, 1.7, -1.2], [5.1, 0.0, 4.3], [-2.0, -1.2, 2.3], [1.8, -0.1, -1.5], [-0.8, 2.4, -1.8], [0.7, -1.1, -1.4], [-1.0, 0.7, -0.2], [0.6, 2.8, 1.0], [-2.0, -2.2, 0.3], [0.7, 0.5, -0.6], [-0.3, -1.5, 0.4], [-0.5, 1.4, -1.7]],
  "mulliken_charge": [0.20, -0.57, -0.22, -0.83, -0.06, -0.34, 0.44, -0.14, 0.25, 0.29, 0.13, 0.30, 0.28, 0.26],
  "homo_lumo_gap_ev": 10.323,
  "fmax_ev_per_a": 6.7,
  "relative_energy_ev": 5.749,
  "total_charge": 0,
  "e_homo_ev": -9.55
}

{
  "formula": "C11H15IN5RhS3SbSi",
  "method": "ωB97M-V with the def2-TZVPD basis set",
  "elements": ["Rh", "C", "C", "C", "C", "C", "C", "N", "N", "Si", "C", "C", "C", "H", "H", "H", "H", "H", "H", "H", "H", "H", "H", "H", "H", "H", "H", "H", "S", "Sb", "S", "S", "I", "N", "C", "N", "C", "N"],
  "xyz": [[0.3548, 0.6586, 1.7147], [0.7007, -3.0739, 2.2723], [0.0968, -2.6748, 0.9606], [-0.3712, -3.6032, 0.0495], [-0.9415, -3.1245, -1.1376], [-1.0469, -1.7827, -1.3829], [-0.5680, -0.8611, -0.4028], [0.0181, -1.3666, 0.7145], [-0.6242, 0.4612, -0.4034], [-1.1206, 1.6380, -1.5390], [-2.6495, 2.5374, -0.9365], [-1.5840, 0.9457, -3.2434], [0.2834, 2.8379, -1.8537], [0.7915, -4.1578, 2.3459], [0.0761, -2.7111, 3.0916], [1.6816, -2.6145, 2.3948], [-0.2985, -4.6613, 0.2602], [-1.3147, -3.8294, -1.8743], [-1.4992, -1.4166, -2.2913], [-3.4718, 1.8276, -0.8120], [-2.9611, 3.3074, -1.6491], [-2.4603, 3.0097, 0.0295], [-2.5020, 0.3529, -3.2209], [-0.7833, 0.3302, -3.6606], [-1.7484, 1.7863, -3.9256], [0.8811, 2.9667, -0.9512], [-0.0867, 3.8229, -2.1525], [0.9369, 2.4604, -2.6448], [-1.0737, -1.4472, 6.4024], [-0.7867, 0.1843, 4.8387], [-1.9353, -0.0064, 2.8208], [1.3885, 0.1212, 3.8006], [-0.1305, 3.4202, 2.0041], [6.7889, 0.7072, 0.0717], [5.6753, 0.9794, -0.1253], [4.4614, 1.3507, -0.4597], [3.4156, 0.9605, 0.1969], [2.4075, 0.6648, 0.6976]],
  "forces_ev_per_angstrom": [[-0.1, 0.1, 0.0], [0.0, 0.0, 0.0], [0.1, 0.0, 0.0], [0.0, 0.0, 0.0], [0.0, 0.0, 0.0], [0.0, 0.0, 0.0], [0.0, 0.0, -0.1], [0.0, -0.1, 0.1], [0.0, 0.0, 0.0], [0.0, 0.0, 0.0], [0.0, 0.0, 0.1], [0.0, 0.0, 0.0], [0.0, 0.0, 0.0], [0.0, 0.0, 0.0], [0.0, 0.0, 0.0], [0.0, 0.0, 0.0], [0.0, 0.0, 0.0], [0.0, 0.0, 0.0], [0.0, 0.0, 0.0], [0.0, 0.0, 0.0], [0.0, 0.0, 0.0], [0.0, 0.0, 0.0], [0.0, 0.0, 0.0], [0.0, 0.0, 0.0], [0.0, 0.0, 0.0], [0.0, 0.0, 0.0], [0.0, 0.0, 0.0], [0.0, 0.0, 0.0], [0.0, 0.0, 0.0], [0.1, 0.0, 0.0], [0.0, 0.0, 0.0], [0.0, 0.0, 0.0], [0.1, -0.1, 0.0], [0.0, 0.0, 0.0], [0.0, 0.0, 0.0], [0.0, 0.0, -0.1], [0.0, 0.0, 0.0], [0.0, 0.0, 0.1]],
  "mulliken_charge": [0.64, -1.26, 0.34, -0.64, -0.45, -0.71, 0.60, 0.48, 0.42, -0.31, -0.81, -1.28, -0.83, 0.38, 0.13, 0.20, 0.34, 0.38, 0.19, 0.26, 0.29, 0.19, 0.33, 0.34, 0.33, 0.19, 0.31, 0.30, -0.65, 0.56, -0.48, -0.41, -0.50, -0.62, 0.50, -0.67, 0.24, -0.33],
  "homo_lumo_gap_ev": [6.742, 5.336],
  "fmax_ev_per_a": 0.1,
  "relative_energy_ev": 0.000,
  "total_charge": -2,
  "e_homo_ev": [-2.26, -2.51],
  "multiplicity": 6
}

{
  "formula": "C4H9N",
  "method": "ωB97M-V with the def2-TZVPD basis set",
  "elements": ["C", "C", "C", "N", "C", "H", "H", "H", "H", "H", "H", "H", "H", "H"],
  "xyz": [[-1.5447, 1.4175, 0.0311], [-0.5199, 0.5479, -0.1200], [0.7950, 0.9066, -0.7536], [-0.5531, -0.7484, 0.4420], [0.5104, -1.7364, 0.3759], [-1.7619, 2.0985, -0.7869], [-2.0750, 1.4542, 0.9814], [1.1724, 0.1254, -1.4188], [1.5716, 0.8461, 0.0228], [0.6965, 1.8929, -1.1931], [-0.7350, -0.6228, 1.4391], [0.5622, -2.2269, -0.6084], [0.3370, -2.5693, 1.0592], [1.5446, -1.3851, 0.5293]],
  "forces_ev_per_angstrom": [[0.8, -0.2, 0.1], [0.5, -0.4, -0.3], [-0.4, -0.8, -0.6], [0.1, 0.1, 2.3], [1.0, -0.3, -1.2], [0.5, 0.7, 0.7], [-0.9, -0.6, -0.7], [-0.3, 0.3, -0.6], [-0.4, 0.7, 0.2], [0.5, 0.0, -0.2], [-0.7, -0.3, -0.2], [-0.3, 0.3, 0.1], [-0.3, 0.4, 0.2], [-0.2, 0.2, 0.3]],
  "mulliken_charge": [-0.75, 0.48, -1.14, -0.32, -0.89, 0.28, 0.21, 0.33, 0.29, 0.34, 0.25, 0.31, 0.33, 0.29],
  "homo_lumo_gap_ev": 8.701,
  "fmax_ev_per_a": 2.3,
  "relative_energy_ev": 1.636,
  "total_charge": 0,
  "smiles": "C=C(C)NC",
  "e_homo_ev": -7.74
}

{
  "formula": "C23H37BN6O2OsS3",
  "method": "ωB97M-V with the def2-TZVPD basis set",
  "elements": ["Os", "C", "C", "C", "C", "N", "C", "C", "N", "B", "N", "C", "C", "N", "C", "S", "C", "C", "C", "C", "N", "C", "C", "N", "C", "S", "C", "C", "C", "C", "C", "S", "H", "H", "H", "H", "H", "H", "H", "H", "H", "H", "H", "H", "H", "H", "H", "H", "H", "H", "H", "H", "H", "H", "H", "H", "H", "H", "H", "H", "H", "H", "H", "H", "H", "H", "C", "O", "C", "O", "H", "H", "H"],
  "xyz": [[1.1580, 0.0891, -0.2300], [-1.6618, 3.4003, -4.5552], [-0.8914, 2.1953, -4.0272], [0.5522, 2.6074, -3.7510], [-1.0063, 1.0570, -5.0357], [-1.5277, 1.7619, -2.7172], [-2.5739, 2.4191, -2.1113], [-2.8711, 1.7500, -0.9749], [-2.0153, 0.6788, -0.8714], [-2.1283, -0.2158, 0.4110], [-1.5177, 0.4529, 1.6896], [-1.9834, 0.0240, 2.9116], [-1.2889, 0.6696, 3.8714], [-0.3920, 1.5114, 3.2494], [-0.5442, 1.3540, 1.9241], [0.3780, 2.1136, 0.6402], [0.5311, 2.3804, 4.0953], [1.3642, 3.3396, 3.2601], [1.4469, 1.4272, 4.8564], [-0.3581, 3.1888, 5.0379], [-1.6011, -1.6706, 0.1850], [-2.4037, -2.5284, -0.5340], [-1.7671, -3.7134, -0.6260], [-0.5663, -3.5997, 0.0423], [-0.4819, -2.3439, 0.5147], [0.8836, -1.6256, 1.3524], [0.3583, -4.8098, 0.1250], [1.5726, -4.5713, 1.0089], [-0.4610, -5.9548, 0.7181], [0.8058, -5.1130, -1.3012], [-1.2019, 0.7114, -1.9433], [0.1007, -0.4257, -2.2499], [-1.2014, 3.6924, -5.4976], [-1.6017, 4.2586, -3.8861], [-2.7059, 3.1662, -4.7625], [0.9770, 3.0068, -4.6716], [1.1753, 1.7760, -3.4295], [0.5881, 3.3955, -2.9972], [-0.6111, 1.4018, -5.9905], [-2.0490, 0.7766, -5.1846], [-0.4384, 0.1756, -4.7490], [-3.0423, 3.2819, -2.5424], [-3.6410, 1.9298, -0.2467], [-3.2999, -0.3215, 0.6287], [-2.7844, -0.6878, 2.9930], [-1.3757, 0.6163, 4.9395], [2.0889, 2.8309, 2.6284], [1.9213, 3.9556, 3.9658], [0.7538, 4.0099, 2.6564], [2.0482, 0.8318, 4.1682], [0.8927, 0.7548, 5.5100], [2.1226, 2.0113, 5.4799], [-1.0476, 3.8217, 4.4793], [0.2780, 3.8325, 5.6436], [-0.9291, 2.5652, 5.7227], [-3.3709, -2.2289, -0.8945], [-2.0808, -4.6307, -1.0858], [1.3028, -4.3003, 2.0287], [2.2569, -3.8306, 0.6025], [2.1063, -5.5204, 1.0555], [-0.8227, -5.7012, 1.7146], [0.1822, -6.8292, 0.8038], [-1.3085, -6.2392, 0.0981], [1.3582, -4.2722, -1.7224], [-0.0310, -5.3468, -1.9580], [1.4662, -5.9791, -1.2862], [4.8717, 1.3674, -1.8108], [3.4476, 1.0658, -1.6222], [3.1624, 0.4228, -0.5196], [3.8733, 0.0595, 0.3659], [4.9157, 1.9020, -2.7520], [5.4280, 0.4354, -1.8554], [5.2156, 1.9838, -0.9850]],
  "forces_ev_per_angstrom": [[0.1, 0.0, 0.1], [0.0, 0.0, -0.1], [-0.1, 0.0, 0.1], [0.0, 0.0, 0.0], [0.0, 0.0, 0.0], [0.0, 0.0, 0.0], [0.0, 0.0, 0.0], [0.0, 0.0, 0.0], [-0.1, 0.0, 0.1], [0.0, 0.0, 0.0], [-0.1, -0.1, 0.0], [0.0, 0.0, 0.0], [0.0, 0.0, -0.1], [0.0, 0.0, 0.1], [0.2, 0.1, -0.1], [0.0, -0.1, -0.1], [-0.1, -0.1, -0.1], [0.0, 0.0, 0.1], [0.0, 0.0, 0.0], [0.0, 0.0, 0.0], [-0.2, 0.1, -0.1], [0.0, -0.1, 0.0], [0.0, 0.1, 0.0], [0.0, -0.1, 0.0], [0.3, 0.0, 0.1], [-0.1, 0.0, 0.0], [-0.1, 0.1, 0.0], [0.0, -0.1, 0.0], [0.0, 0.0, 0.0], [0.0, 0.0, 0.0], [0.2, -0.1, -0.1], [0.0, 0.0, 0.1], [0.0, 0.0, 0.0], [0.0, 0.0, 0.0], [0.0, 0.0, 0.0], [0.0, 0.0, 0.0], [0.0, 0.0, 0.0], [0.0, 0.0, 0.0], [0.0, 0.0, 0.0], [0.0, 0.0, 0.0], [0.0, 0.0, 0.0], [0.0, 0.0, 0.0], [0.0, 0.0, 0.0], [0.0, 0.0, 0.0], [0.0, 0.0, 0.0], [0.0, 0.0, 0.0], [0.0, 0.0, 0.0], [0.0, 0.0, 0.0], [0.0, 0.0, 0.0], [0.0, 0.0, 0.0], [0.0, 0.0, 0.0], [0.0, 0.0, 0.0], [0.0, 0.0, 0.0], [0.0, 0.0, 0.0], [0.0, 0.0, 0.0], [0.0, 0.0, 0.0], [0.0, 0.0, 0.0], [0.0, 0.0, 0.0], [0.0, 0.0, 0.0], [0.0, 0.0, 0.0], [0.0, 0.0, 0.0], [0.0, 0.0, 0.0], [0.0, 0.0, 0.0], [0.0, 0.0, 0.0], [0.0, 0.0, 0.0], [0.0, 0.0, 0.0], [0.0, 0.0, -0.1], [0.0, -0.1, 0.0], [0.0, 0.4, -0.2], [-0.1, -0.1, 0.1], [0.0, 0.0, 0.0], [0.0, 0.0, 0.0], [0.0, 0.0, 0.0]],
  "mulliken_charge": [0.41, -2.15, 1.09, -1.51, -1.51, 0.44, -0.21, -1.31, 0.25, 0.71, 0.06, -1.30, -0.31, 0.57, 0.45, -0.36, 1.01, -2.13, -1.42, -1.54, 0.18, -1.27, -0.34, 0.51, 0.43, -0.42, 1.00, -2.15, -1.54, -1.41, 0.25, -0.39, 0.45, 0.49, 0.52, 0.50, 0.33, 0.37, 0.48, 0.40, 0.33, 0.58, 0.65, -0.10, 0.65, 0.59, 0.42, 0.54, 0.49, 0.33, 0.38, 0.45, 0.39, 0.46, 0.42, 0.65, 0.60, 0.49, 0.43, 0.54, 0.38, 0.46, 0.42, 0.32, 0.38, 0.45, -0.70, -0.06, 0.96, -0.41, 0.24, 0.32, 0.32],
  "homo_lumo_gap_ev": [6.609, 6.513],
  "fmax_ev_per_a": 0.4,
  "total_charge": 2,
  "e_homo_ev": [-13.73, -14.58],
  "multiplicity": 5
}

{
  "formula": "C5H11NOS",
  "method": "ωB97M-V with the def2-TZVPD basis set",
  "elements": ["O", "C", "N", "C", "C", "C", "S", "C", "H", "H", "H", "H", "H", "H", "H", "H", "H", "H", "H"],
  "xyz": [[-1.7370, -0.1155, 0.4737], [-0.5254, -0.4496, 0.5438], [0.4512, 0.3118, 1.0088], [0.0285, 1.5404, 1.6315], [-0.2489, 2.4016, 0.4579], [-1.5870, 2.4722, 0.0084], [1.4206, -3.1552, -2.0381], [-0.1347, -1.8702, 0.1956], [3.6777, -3.7038, -3.5973], [-0.8168, 1.4434, 2.2998], [0.8780, 1.9072, 2.2073], [0.6295, 2.6299, -0.1307], [-0.8946, 1.5827, -0.3921], [-2.3486, 2.1086, 0.6807], [-1.8563, 3.2678, -0.6711], [3.1446, -3.6665, -3.0629], [0.4588, -1.9625, -0.7308], [0.4804, -2.2432, 1.0176], [-1.0202, -2.4989, 0.0979]],
  "forces_ev_per_angstrom": [[0.2, -0.2, -0.1], [-0.6, 0.3, 0.0], [0.6, -0.5, -0.2], [0.8, 0.0, 0.3], [-0.4, -0.5, 1.3], [1.1, 1.6, 0.8], [-0.1, 0.4, 0.4], [-0.3, -0.8, 0.7], [-0.3, 0.0, 0.0], [-0.5, 0.0, 0.0], [0.0, 0.3, 0.0], [-0.2, 0.7, -0.2], [-1.3, -0.9, -1.1], [0.1, -0.2, -0.1], [0.1, -0.6, -0.9], [0.1, 0.0, 0.0], [0.4, 0.2, -0.6], [0.1, -0.1, -0.3], [0.1, 0.2, -0.1]],
  "mulliken_charge": [-0.69, 0.69, -0.64, -0.52, -0.04, -0.53, -0.10, -0.51, 0.34, 0.32, 0.37, 0.37, 0.32, 0.26, 0.29, -0.33, -0.42, 0.38, 0.43],
  "homo_lumo_gap_ev": 6.169,
  "fmax_ev_per_a": 2.1,
  "relative_energy_ev": 9.131,
  "total_charge": 0,
  "e_homo_ev": -8.76
}

{
  "formula": "C2HCl4NO2",
  "method": "ωB97M-V with the def2-TZVPD basis set",
  "elements": ["C", "C", "N", "O", "O", "Cl", "Cl", "Cl", "Cl", "H"],
  "xyz": [[0.1014, -0.2554, 1.1382], [-0.3470, 0.3267, -0.1834], [-0.4199, -0.4720, -1.3161], [-0.0957, -1.6384, -1.1585], [-0.7973, 0.0664, -2.3385], [0.6315, 1.0295, 2.2534], [-1.3765, -1.0871, 1.7703], [-0.9500, 1.9169, -0.2563], [2.2957, 1.0186, -0.8947], [0.9578, -0.9052, 0.9855]],
  "forces_ev_per_angstrom": [[-0.3, 0.7, 0.2], [2.6, 4.1, 2.2], [-0.3, -1.5, -2.5], [-0.2, 0.3, -0.1], [0.1, -0.5, 0.2], [-0.2, -0.6, -0.2], [0.7, 0.1, -0.3], [-0.1, -1.6, 0.0], [-1.8, -0.7, 0.5], [-0.4, -0.3, 0.0]],
  "mulliken_charge": [0.30, -0.35, 1.12, -0.52, -0.52, -0.08, -0.10, 0.05, -0.29, 0.40],
  "homo_lumo_gap_ev": [6.215, 6.224],
  "fmax_ev_per_a": 5.3,
  "relative_energy_ev": 2.467,
  "total_charge": 0,
  "e_homo_ev": [-10.44, -10.45]
}